{"formula": "C32H41N6O3SSi2Ta", "method": "ωB97M-V/def2-TZVPD", "species": ["Ta", "O", "C", "C", "C", "C", "C", "C", "N", "H", "H", "H", "H", "H", "H", "H", "O", "C", "C", "C", "C", "C", "C", "C", "N", "C", "C", "N", "H", "H", "H", "H", "H", "H", "H", "C", "Si", "C", "C", "C", "C", "C", "C", "C", "C", "N", "Si", "C", "C", "C", "H", "H", "H", "H", "H", "H", "H", "H", "H", "H", "H", "H", "H", "H", "H", "H", "H", "H", "H", "H", "H", "H", "C", "C", "C", "N", "C", "C", "H", "H", "H", "H", "H", "O", "S", "N"], "xyz": [[0.5202, -0.3406, 0.3084], [-1.2562, -1.5500, 0.3204], [-1.6024, -2.4563, -0.7212], [-0.6115, -3.5573, -0.9921], [-0.9691, -4.5444, -1.8867], [-0.1068, -5.5888, -2.1782], [1.1195, -5.6211, -1.5387], [1.4474, -4.6245, -0.6491], [0.6019, -3.5981, -0.3947], [-1.2811, -2.0263, 1.1693], [-1.7736, -1.8714, -1.6250], [-2.5520, -2.9065, -0.4229], [-1.9453, -4.4895, -2.3511], [-0.3971, -6.3657, -2.8706], [1.8312, -6.4162, -1.7074], [2.3856, -4.6070, -0.1142], [-0.7041, 0.4529, -0.9575], [-1.1801, 0.8853, -2.1308], [-1.9385, 2.0414, -2.2504], [-2.4575, 2.3780, -3.4891], [-2.2305, 1.5708, -4.5994], [-1.4493, 0.4378, -4.4831], [-0.8989, 0.0799, -3.2485], [0.0628, -1.0212, -3.1007], [0.7740, -1.3530, -2.0180], [1.6751, -2.3112, -2.4289], [1.4917, -2.5920, -3.7419], [0.4629, -1.7780, -4.1477], [-2.1190, 2.6539, -1.3802], [-3.0488, 3.2778, -3.5918], [-2.6501, 1.8385, -5.5587], [-1.2599, -0.1517, -5.3713], [2.4285, -2.7000, -1.7654], [1.9955, -3.2639, -4.4131], [0.1106, -1.7078, -5.0874], [-2.9653, 2.2391, 3.1110], [-2.3461, 0.8470, 2.0381], [-3.4551, 0.7999, 0.5323], [-2.7379, -0.6806, 3.0964], [-0.3732, 0.9823, 1.7763], [0.1038, 0.2071, 2.9565], [0.2396, 0.5510, 4.2964], [0.6844, -0.4164, 5.1781], [0.9902, -1.6943, 4.7139], [0.8388, -1.9704, 3.3729], [0.3797, -1.0398, 2.5258], [0.3750, 2.7977, 1.7519], [0.2592, 3.6599, 0.0949], [-0.3806, 4.0382, 2.9314], [2.1531, 2.5630, 2.3067], [-4.0003, 2.0213, 3.3870], [-2.9710, 3.1926, 2.5911], [-2.3973, 2.3533, 4.0345], [-4.4181, 0.4435, 0.9113], [-3.1423, 0.1256, -0.2582], [-3.6367, 1.7808, 0.0955], [-3.8265, -0.7735, 3.1060], [-2.4115, -0.5357, 4.1271], [-2.3591, -1.6626, 2.8105], [0.0036, 1.5509, 4.6326], [0.8030, -0.1823, 6.2279], [1.3436, -2.4640, 5.3841], [1.0700, -2.9381, 2.9526], [-0.6918, 4.1920, 0.0179], [0.3648, 3.0490, -0.7974], [1.0484, 4.4164, 0.0726], [-1.4029, 4.2975, 2.6799], [0.2121, 4.9533, 2.8452], [-0.3552, 3.7379, 3.9793], [2.6822, 1.7729, 1.7749], [2.2069, 2.3139, 3.3671], [2.7110, 3.4906, 2.1608], [3.9684, 2.3912, -2.4316], [4.3290, 1.8136, -1.2320], [3.3920, 1.1075, -0.5044], [2.1078, 0.9369, -0.8935], [1.7824, 1.5184, -2.0699], [2.6593, 2.2339, -2.8533], [4.6828, 2.9506, -3.0206], [5.3330, 1.8992, -0.8421], [3.6778, 0.6532, 0.4261], [0.7780, 1.4163, -2.3998], [2.3058, 2.6673, -3.7780], [2.3246, -0.8097, 0.9760], [2.6520, -2.3789, 0.7788], [0.9336, -2.5922, 0.4770]], "de_lowest_ev": 2.935, "spin_multiplicity": 1, "total_charge": 2, "fmax_ev_per_a": 1.3, "energy_ha": -2832.0582, "orbital_gap_ev": 7.191, "lumo_ha": -0.215}